ORCA calculation (ωB97M-V with the def2-TZVPD basis set) on a gas-phase ion, C4H10N2O (charge -1) in a non-equilibrium geometry.

Geometry as ORCA input:
```
! wB97M-V def2-TZVPD RIJCOSX def2/J DEFGRID3
* xyz -1 2
O -1.58818 1.85593 2.27670
C -0.79462 1.70691 1.28911
C -0.35670 0.32009 0.87557
C -1.62591 -0.60867 0.81519
N 0.28557 0.39984 -0.44075
C 1.22614 -0.67138 -0.79241
N 1.92965 -0.39743 -1.99013
H -0.20637 2.52025 0.83278
H 0.33037 -0.08805 1.64283
H -2.49400 0.05263 0.77409
H -1.83998 -1.29273 1.64397
H -1.60485 -1.17852 -0.12106
H -0.44337 0.47199 -1.13080
H 1.94415 -0.69270 0.03560
H 0.73364 -1.65374 -0.78471
H 1.68807 -0.82054 -2.86257
H 2.81639 0.07611 -2.06339
*
```

**Highest occupied orbital energy (alpha / beta)**: 0.55 / -3.11 eV
**Kohn-Sham gap (alpha / beta)**: 0.1192 / 0.2519 hartree
**DFT total energy**: -343.0880 a.u.
**<S²>**: 0.753
**Energy relative to the best compared isomer or geometry (same formula, charge and spin)**: 90.8 kJ/mol

---

ORCA calculation (ωB97M-V with the def2-TZVPD basis set) on 2 unconnected molecules or ions with the total composition C4H10N2O in a non-equilibrium geometry.

Geometry as ORCA input:
```
! wB97M-V def2-TZVPD RIJCOSX def2/J DEFGRID3
* xyz 0 1
H -1.55679 -1.53991 0.70841
N -1.20893 -1.55354 -0.24964
C -0.83874 -0.42969 -0.68501
C -0.37324 -0.19889 -2.08512
N -0.63950 0.71112 0.18330
O -1.83533 1.18278 0.82615
H 0.56485 0.35636 -2.12449
H -1.11929 0.38037 -2.63169
H -0.20200 -1.16467 -2.55150
H -0.16112 1.51239 -0.23219
H -1.87767 0.70473 1.67107
C 0.88269 0.08135 1.46580
C 2.10325 0.26591 0.77665
H 0.76604 0.49444 2.46531
H 0.40638 -0.90525 1.50164
H 2.07625 0.16491 -0.30478
H 3.01315 -0.06240 1.26609
*
```

**Highest occupied orbital energy (alpha / beta)**: -6.90 / -6.85 eV
**Kohn-Sham gap (alpha / beta)**: 0.2735 / 0.2714 hartree
**DFT total energy**: -342.9385 a.u.
**SMILES**: [H]/N=C(/C)NO.C=C
**Energy relative to the best compared isomer or geometry (same formula, charge and spin)**: 690.5 kJ/mol

---

ORCA calculation (ωB97M-V with the def2-TZVPD basis set) on C4H10N2O in the gas phase in a non-equilibrium geometry.

Geometry as ORCA input:
```
! wB97M-V def2-TZVPD RIJCOSX def2/J DEFGRID3
* xyz 0 1
C -1.02286 -1.04276 1.65640
N -0.90107 -1.13828 0.19865
C 0.52665 -1.12273 -0.32268
C 0.71641 0.11384 -1.30282
N 0.25375 1.27394 -0.52585
C 0.36987 2.56993 -0.71730
O 0.43194 3.17049 -1.84677
H -0.43657 -0.17778 2.34610
H -2.01353 -0.83060 1.76107
H -0.40839 -1.93764 2.01047
H -1.49473 -1.91063 0.01157
H 1.21368 -1.12941 0.50535
H 0.79546 -2.09595 -0.80443
H -0.08979 -0.03564 -2.12480
H 1.74174 0.30646 -1.40542
H -0.38401 0.99471 0.33961
H 0.70146 2.99204 0.22086
*
```

**Highest occupied orbital energy**: -9.11 eV
**Kohn-Sham gap**: 0.3625 hartree
**DFT total energy**: -343.0536 a.u.
**SMILES**: CNCCNC=O
**Energy relative to the best compared isomer or geometry (same formula, charge and spin)**: 388.1 kJ/mol

---

ORCA calculation (ωB97M-V with the def2-TZVPD basis set) on C4H10N2O in the gas phase in a non-equilibrium geometry.

Geometry as ORCA input:
```
! wB97M-V def2-TZVPD RIJCOSX def2/J DEFGRID3
* xyz 0 1
C -1.68581 1.15097 0.22665
N -1.10446 0.62539 -1.24234
C 0.13248 0.05349 -1.19864
O 0.91361 -0.15514 -2.11161
N 0.41301 -0.22538 0.17130
C 1.69798 0.30463 0.55409
C 0.21488 -1.63243 0.48959
H -1.63661 0.67238 1.27248
H -1.18839 2.12597 0.34258
H -2.73110 1.19152 -0.02198
H -1.56754 0.51846 -2.18229
H 1.78870 0.26980 1.64409
H 1.75229 1.35404 0.22934
H 2.53126 -0.24509 0.09793
H -0.73073 -2.00384 0.06621
H 1.02977 -2.25411 0.08401
H 0.17065 -1.75065 1.57859
*
```

**Highest occupied orbital energy**: -8.67 eV
**Kohn-Sham gap**: 0.3492 hartree
**DFT total energy**: -343.1055 a.u.
**SMILES**: CNC(=O)N(C)C
**Energy relative to the best compared isomer or geometry (same formula, charge and spin)**: 251.9 kJ/mol